Entry A
16
Properties=species:S:1:pos:R:3:mulliken_charge:R:1 method="wB97M-V/def2-TZVPD" homo_lumo_gap_ev=8.72
C -0.865 0.407 0.919 -0.995
C 0.557 0.085 0.422 0.765
C -1.198 1.659 0.025 -0.398
C 0.878 1.347 -0.404 -0.644
C 0.638 -1.113 -0.515 -1.527
O 0.424 3.197 1.584 -0.625
O 0.258 3.912 -0.796 -0.622
S 0.237 2.842 0.217 1.049
H -1.455 -0.519 0.972 0.461
H -0.682 0.672 1.933 0.333
H 1.356 -0.142 1.229 0.299
H -1.679 1.524 -0.915 0.401
H 1.020 1.412 -1.543 0.342
H 1.351 -0.830 -1.183 0.432
H -0.320 -1.106 -0.899 0.424
H 0.910 -2.070 0.014 0.305

=====

Entry B
16
Properties=species:S:1:pos:R:3:mulliken_charge:R:1 method="wB97M-V/def2-TZVPD" homo_lumo_gap_ev=9.92 smiles="CC(=O)CCC(=O)S"
C -1.280 -0.690 1.219 -0.756
C -1.630 -0.250 -0.210 0.538
O -2.453 -0.797 -0.882 -0.553
C -0.727 1.020 -0.611 -0.605
C 0.750 0.982 -0.164 -0.711
C 1.449 -0.336 -0.638 0.613
O 0.836 -1.226 -1.255 -0.482
S 3.208 -0.307 -0.004 -0.256
H -0.560 -0.093 1.983 0.202
H -0.599 -1.717 0.853 0.207
H -2.193 -1.200 1.759 0.325
H -0.987 1.276 -1.803 0.254
H -1.381 1.850 -0.096 0.336
H 1.277 1.863 -0.807 0.353
H 0.646 1.265 0.933 0.357
H 3.642 -1.640 -0.277 0.178

=====

Entry C
16
Properties=species:S:1:pos:R:3:mulliken_charge:R:1 method="wB97M-V/def2-TZVPD" homo_lumo_gap_ev=9.57
C 1.567 0.124 -0.855 -0.574
C 1.812 -1.163 -0.678 -0.310
C 0.150 0.574 -0.739 -0.226
C -1.694 0.899 0.932 -1.033
C -0.227 0.945 0.684 -0.294
O -0.108 -2.399 0.719 -0.522
O -0.557 -2.173 -1.720 -0.579
S 0.075 -1.689 -0.527 0.849
H 2.340 0.779 -1.101 0.423
H 2.755 -1.657 -0.443 0.398
H -0.452 1.208 -1.474 0.372
H -1.844 -0.167 0.708 0.260
H -2.385 1.504 0.296 0.282
H -2.014 1.046 1.925 0.355
H 0.316 0.197 1.326 0.284
H 0.266 1.972 0.946 0.315

=====

Entry D
16
Properties=species:S:1:pos:R:3:mulliken_charge:R:1 method="wB97M-V/def2-TZVPD" homo_lumo_gap_ev=9.40
C 1.887 -1.303 0.043 0.389
C 1.558 0.004 -0.580 -0.076
C -0.194 -0.596 0.215 -0.070
C -2.083 1.031 0.312 -1.357
C -0.878 0.376 1.048 -0.121
O 2.758 -2.124 0.021 -0.523
O 0.719 -1.569 0.752 -0.384
S 1.892 0.376 -2.199 -0.198
H 1.919 0.888 0.063 0.232
H -0.767 -1.069 -0.688 0.333
H -2.387 1.894 0.790 0.418
H -2.999 0.326 0.298 0.285
H -1.790 1.354 -0.622 0.423
H -1.303 -0.089 2.004 0.271
H -0.226 1.275 1.345 0.252
H 1.893 -0.774 -2.803 0.124

=====

Most stable one: entry B, least stable one: entry A.

=====

Entry A
16
Properties=species:S:1:pos:R:3:mulliken_charge:R:1 method="wB97M-V/def2-TZVPD" homo_lumo_gap_ev=7.97
C 0.648 -1.160 -1.529 -0.469
C -0.789 2.081 -0.032 -0.389
C -0.711 0.883 0.769 -0.265
C 0.473 1.767 0.778 -0.255
C -0.623 -1.931 -1.319 -0.784
N 1.335 -0.368 1.862 -0.708
S 0.839 0.056 0.455 0.343
H 1.549 -1.720 -1.304 0.209
H -0.577 1.891 -1.100 0.265
H -1.335 3.074 0.308 0.242
H -1.098 0.436 1.652 0.365
H 0.953 2.336 1.643 0.303
H -0.511 -2.566 -0.513 0.343
H -1.466 -1.228 -1.345 0.234
H -0.812 -2.565 -2.260 0.345
H 2.127 -0.986 1.933 0.221

=====

Entry B
16
Properties=species:S:1:pos:R:3:mulliken_charge:R:1 method="wB97M-V/def2-TZVPD" homo_lumo_gap_ev=8.15 smiles="CN1CC[C@H]1C=S"
C -0.671 1.585 1.175 -0.973
N 0.127 0.345 0.707 -0.224
C 1.248 0.714 -0.144 -0.476
C 1.101 -0.558 -0.904 -0.471
C -0.393 -0.638 -0.366 0.275
C -1.168 -1.861 -0.105 -0.607
S -2.206 -2.566 -1.215 -0.176
H -0.092 1.983 2.061 0.282
H -1.527 1.222 1.599 0.391
H -0.695 2.355 0.400 0.347
H 2.323 0.720 0.385 0.256
H 1.197 1.557 -0.786 0.326
H 1.662 -1.504 -0.603 0.264
H 1.111 -0.443 -1.954 0.256
H -1.121 -0.165 -0.972 0.278
H -0.897 -2.746 0.722 0.252

=====

Most stable one: entry B, least stable one: entry A.

=====

Entry A
15
Properties=species:S:1:pos:R:3:mulliken_charge:R:1 method="wB97M-V/def2-TZVPD" homo_lumo_gap_ev=9.13 smiles="CSSCC(C)=O"
C -1.730 -1.246 1.567 -0.781
S -0.738 -0.035 2.503 -0.079
S 1.172 -0.566 1.510 -0.104
C 0.988 0.219 -0.130 -0.401
C 1.844 1.383 -0.526 0.531
C 2.186 2.625 0.268 -0.957
O 2.236 1.225 -1.687 -0.554
H -2.733 -1.047 1.806 0.354
H -1.511 -2.242 1.730 0.300
H -1.570 -1.003 0.525 0.236
H -0.144 0.506 -0.226 0.207
H 1.087 -0.534 -0.976 0.382
H 2.304 2.261 1.316 0.294
H 1.379 3.359 0.297 0.276
H 3.166 3.034 -0.040 0.295

=====

Entry B
15
Properties=species:S:1:pos:R:3:mulliken_charge:R:1 method="wB97M-V/def2-TZVPD" homo_lumo_gap_ev=9.51 smiles="C=CCCSSO"
C 1.026 1.435 0.346 -1.142
C 0.773 0.374 -0.444 -0.072
C 0.781 -0.953 0.046 -0.509
C -0.409 -1.826 -0.243 -0.955
S -1.956 -1.033 0.388 -0.059
S -2.266 0.742 -0.572 0.061
O -1.812 1.909 0.506 -0.480
H 1.386 1.282 1.355 0.277
H 1.115 2.436 -0.033 0.499
H 0.639 0.613 -1.445 0.416
H 0.987 -1.079 1.038 0.335
H 1.723 -1.360 -0.397 0.328
H -0.619 -1.999 -1.253 0.362
H -0.521 -2.735 0.168 0.520
H -0.848 2.193 0.541 0.420

=====

Most stable one: entry A, least stable one: entry B.

=====

Entry A
13
Properties=species:S:1:pos:R:3:mulliken_charge:R:1 method="wB97M-V/def2-TZVPD" charge=-1 homo_lumo_gap_ev=6.44
C 2.134 1.176 -1.428 -0.929
H 1.059 1.327 -1.475 0.226
H 2.562 1.951 -2.078 0.289
H 2.451 1.382 -0.408 0.198
H 2.394 0.150 -1.668 0.204
C -0.723 -0.422 1.186 -0.375
O -0.242 0.613 0.463 -0.813
C -1.968 -1.066 0.593 -0.964
H 0.154 -1.129 1.308 0.193
H -0.970 -0.235 2.287 0.157
H -2.460 -1.824 1.218 0.339
H -2.726 -0.326 0.324 0.259
H -1.666 -1.596 -0.323 0.216

=====

Entry B
13
Properties=species:S:1:pos:R:3:mulliken_charge:R:1 method="wB97M-V/def2-TZVPD" charge=-1 homo_lumo_gap_ev=6.12
O -3.418 -0.547 -0.271 -1.143
H -3.597 0.237 0.310 0.128
C 1.767 0.568 0.429 -1.041
C 0.400 0.491 -0.348 -0.327
C -0.298 -0.878 -0.172 -0.910
H 1.787 0.582 1.491 0.326
H 2.270 1.597 0.028 0.237
H 2.279 -0.285 0.001 0.294
H 0.489 0.898 -1.335 0.388
H -0.235 1.222 0.135 0.229
H -1.361 -0.835 -0.014 0.272
H -0.225 -1.561 -0.957 0.331
H 0.143 -1.489 0.703 0.215

=====

Most stable one: entry A, least stable one: entry B.

=====

Entry A
10
Properties=species:S:1:pos:R:3:mulliken_charge:R:1 method="wB97M-V/def2-TZVPD" homo_lumo_gap_ev=8.24 smiles="O=c1ccnnnn1"
O 1.670 0.240 -1.371 -0.442
C 0.629 -0.064 -0.912 0.459
C 0.709 -0.783 0.444 -0.100
C -0.025 -0.113 1.305 -0.284
N -0.831 1.052 0.959 -0.113
N -1.251 1.473 -0.128 -0.179
N -1.489 0.520 -1.242 -0.045
N -0.642 -0.246 -1.587 -0.063
H 1.430 -1.611 0.256 0.336
H -0.199 -0.469 2.278 0.430

=====

Entry B
10
Properties=species:S:1:pos:R:3:mulliken_charge:R:1 method="wB97M-V/def2-TZVPD" homo_lumo_gap_ev=8.59
C -0.259 -0.175 -0.025 0.132
C -2.226 0.610 0.265 0.265
C 0.795 -1.301 -0.155 -0.153
N 0.318 0.971 -0.192 0.024
N 1.599 1.209 -0.219 -0.338
N 2.404 0.278 0.141 -0.229
N 2.010 -0.947 0.048 -0.116
O -3.206 0.011 0.078 -0.297
H -1.984 1.608 0.625 0.342
H 0.548 -2.264 -0.566 0.371

=====

Entry C
10
Properties=species:S:1:pos:R:3:mulliken_charge:R:1 method="wB97M-V/def2-TZVPD" homo_lumo_gap_ev=9.29
C 1.865 0.036 -0.188 0.013
C 0.046 0.786 0.084 0.513
C -1.390 1.138 0.003 -0.569
H 2.865 -0.254 -0.288 0.430
H -1.887 2.039 0.252 0.352
N 1.382 1.235 -0.026 -0.410
N -1.955 -0.160 -0.174 -0.274
N -1.180 -1.143 -0.105 -0.428
N -0.089 -0.507 0.317 0.706
O 1.098 -1.189 0.069 -0.333

=====

Entry D
10
Properties=species:S:1:pos:R:3:mulliken_charge:R:1 method="wB97M-V/def2-TZVPD" homo_lumo_gap_ev=8.33
C -0.952 -0.302 -0.056 -0.251
C 0.495 -0.570 -0.030 0.542
C 4.120 0.719 0.019 -0.328
N 0.844 -1.815 0.081 0.519
N 1.602 0.515 0.038 0.018
N 2.954 0.539 -0.019 -0.088
N 1.052 -2.922 -0.001 -0.511
O -1.431 0.801 -0.091 -0.480
H -1.697 -1.174 -0.081 0.292
H 1.218 1.474 0.404 0.287

=====

Most stable one: entry C, least stable one: entry B.

=====

Entry A
15
Properties=species:S:1:pos:R:3:mulliken_charge:R:1 method="wB97M-V/def2-TZVPD" homo_lumo_gap_ev=7.52 smiles="C=C[C@@H]([NH3+])P([O-])O"
C 1.412 1.439 -1.626 -0.850
C 0.451 0.649 -1.271 0.027
C 0.033 0.316 0.095 -0.331
N -1.464 0.251 0.335 -0.311
P 0.701 -1.738 0.574 0.301
O 1.912 -1.566 1.414 -0.526
O -0.805 -1.842 1.631 -0.636
H 1.459 1.340 -2.742 0.220
H 2.136 1.889 -0.938 0.302
H -0.111 0.227 -2.096 0.168
H 0.528 0.974 0.744 0.364
H -1.789 1.061 0.878 0.346
H -2.056 -0.101 -0.421 0.344
H -1.559 -0.520 0.986 0.302
H -0.847 -2.381 2.435 0.282

=====

Entry B
15
Properties=species:S:1:pos:R:3:mulliken_charge:R:1 method="wB97M-V/def2-TZVPD" homo_lumo_gap_ev="8.34 / 8.35"
C -0.204 -0.484 0.620 -0.155
C 0.409 0.441 -0.058 -0.726
C -0.786 -0.461 2.051 -0.233
N -0.417 0.740 2.800 -0.557
O 0.340 -1.478 -3.017 -0.541
O 0.129 0.897 -3.673 -0.483
P 0.860 -0.171 -2.710 0.558
H -0.497 -1.231 -0.035 0.304
H 0.922 1.276 0.149 0.400
H -0.406 -1.369 2.486 0.233
H -1.808 -0.355 2.038 0.343
H -1.250 0.996 3.342 0.225
H 0.029 0.483 -4.524 0.332
H 0.355 0.657 3.430 0.195
H 2.324 0.059 -2.899 0.106

=====

Most stable one: entry A, least stable one: entry B.

=====

Entry A
9
Properties=species:S:1:pos:R:3:mulliken_charge:R:1 method="wB97M-V/def2-TZVPD" charge=-2 homo_lumo_gap_ev=7.01
N 0.282 0.031 -1.545 -0.643
O -1.365 -1.115 0.062 -0.630
O -0.111 -0.992 2.288 -0.796
O -1.331 1.110 1.298 -0.775
P 1.318 0.110 -0.276 -0.270
P -0.491 -0.157 1.081 0.613
H 0.669 -0.231 -2.400 0.105
H -0.554 -0.673 -0.650 0.473
H 1.583 1.918 0.142 -0.078

=====

Entry B
9
Properties=species:S:1:pos:R:3:mulliken_charge:R:1 method="wB97M-V/def2-TZVPD" charge=-2 homo_lumo_gap_ev=6.73
N -0.638 0.527 0.325 -0.602
O -1.919 -1.862 1.069 -0.775
O -2.884 0.328 -0.342 -0.462
O -1.283 -1.568 -1.369 -0.720
P -2.002 1.595 -0.017 -0.172
P -1.488 -0.932 -0.050 0.816
H 1.801 -0.380 0.416 0.548
H -2.487 2.072 1.608 -0.055
H 0.942 -0.068 0.201 -0.578

=====

Most stable one: entry B, least stable one: entry A.